No. 1
61
Properties=species:S:1:pos:R:3:lowdin_charge:R:1 method="wB97M-V/def2-TZVPD" de_lowest_kcal_mol=15.0 e_lumo_ha=0.0275 orbital_gap_ha=0.304
C 2.223 -3.295 -4.626 -0.079
H 2.844 -3.658 -5.442 0.075
H 1.435 -2.679 -5.052 0.067
H 1.766 -4.153 -4.137 0.083
C 3.068 -2.502 -3.631 -0.443
C 4.245 -3.352 -3.156 -0.084
H 4.870 -2.791 -2.465 0.075
H 4.858 -3.662 -3.999 0.074
H 3.886 -4.244 -2.647 0.080
C 2.244 -2.041 -2.425 -0.166
H 1.799 -2.915 -1.946 0.115
C 1.155 -1.027 -2.787 -0.183
N 0.618 -0.395 -1.588 -0.160
C 0.136 0.965 -1.788 -0.150
H 0.892 1.525 -2.344 0.123
H 0.028 1.426 -0.804 0.103
C -1.207 1.011 -2.528 -0.154
N -2.239 0.248 -1.865 -0.157
C -1.799 -1.079 -1.494 -0.115
H -2.523 -1.514 -0.804 0.123
C -0.377 -1.209 -0.883 -0.272
C -0.326 -0.922 0.623 -0.125
H -0.581 0.115 0.829 0.089
H -1.057 -1.556 1.127 0.122
C 1.060 -1.197 1.210 -0.260
O 2.015 -0.249 0.809 -0.085
H 1.896 -0.151 -0.153 0.048
H 1.016 -1.148 2.302 0.114
H 1.387 -2.210 0.925 0.113
H -0.082 -2.256 -1.013 0.139
H -1.813 -1.682 -2.415 0.118
C -3.198 0.939 -1.028 -0.144
C -2.738 1.350 0.350 -0.227
C -3.090 0.607 1.471 -0.047
C -2.596 0.912 2.723 0.002
C -1.719 1.983 2.891 -0.184
C -1.405 2.768 1.780 -0.013
C -1.918 2.456 0.535 -0.056
H -1.669 3.087 -0.307 0.114
H -0.764 3.629 1.877 0.101
N -1.146 2.263 4.130 0.021
C -1.537 1.761 5.355 -0.510
O -2.446 1.002 5.594 0.075
N -0.715 2.319 6.298 0.077
H -0.684 1.929 7.224 0.146
C 0.416 2.999 5.721 -0.149
H 1.327 2.387 5.774 0.119
C -0.044 3.197 4.271 -0.117
H -0.390 4.225 4.107 0.126
H 0.746 2.967 3.552 0.129
H 0.605 3.948 6.229 0.115
H -2.881 0.322 3.577 0.102
H -3.758 -0.236 1.362 0.116
H -3.516 1.825 -1.587 0.124
H -4.065 0.276 -0.930 0.121
H -1.539 2.043 -2.646 0.117
H -1.071 0.583 -3.532 0.119
H 0.372 -1.513 -3.385 0.114
H 1.606 -0.243 -3.402 0.128
H 2.914 -1.572 -1.700 0.117
H 3.464 -1.615 -4.140 0.134

No. 2
112
Properties=species:S:1:pos:R:3:lowdin_charge:R:1 method="wB97M-V/def2-TZVPD" de_lowest_kcal_mol=113.3 e_lumo_ha=-0.0132 orbital_gap_ha=0.287
C -4.487 3.407 -0.293 -0.745
O -4.778 4.159 -1.176 0.077
N -5.162 3.344 0.867 0.145
N -3.479 2.526 -0.287 0.167
H -4.768 2.932 1.694 0.070
H -6.101 3.702 0.908 0.106
H -3.463 1.928 0.519 0.079
H -2.782 2.503 -1.010 0.081
C -2.861 0.028 3.164 -0.702
O -3.387 -0.951 2.681 0.007
N -3.538 1.060 3.682 0.181
N -1.547 0.145 3.394 0.179
H -2.962 1.855 3.897 0.107
H -4.523 1.075 3.474 0.116
H -1.225 1.017 3.774 0.080
H -0.941 -0.657 3.220 0.058
C 2.237 -3.590 -0.249 -0.688
O 1.177 -4.198 -0.008 -0.036
N 3.429 -4.142 -0.248 0.193
N 2.180 -2.299 -0.567 0.191
H 3.464 -5.085 0.106 0.118
H 4.254 -3.599 -0.047 0.075
H 1.258 -1.937 -0.721 0.084
H 3.040 -1.777 -0.485 0.065
C -3.118 2.769 -5.053 -0.737
O -3.694 3.813 -4.781 0.027
N -2.895 1.777 -4.195 0.152
N -2.597 2.491 -6.252 0.153
H -2.389 1.869 -3.331 0.082
H -2.780 0.886 -4.679 0.020
H -2.371 1.510 -6.294 0.071
H -2.999 3.037 -7.000 0.107
C -5.238 -2.135 -0.033 -0.719
O -6.163 -2.302 -0.816 0.023
N -4.694 -0.946 0.291 0.147
N -4.544 -3.141 0.525 0.156
H -5.260 -0.183 -0.046 0.112
H -3.864 -0.837 0.852 0.031
H -3.836 -2.978 1.221 0.067
H -4.835 -4.040 0.179 0.106
C 2.476 1.684 3.364 -0.655
O 2.602 1.800 2.122 -0.042
N 3.482 1.633 4.232 0.190
N 1.298 1.281 3.800 0.185
H 3.225 1.456 5.189 0.113
H 4.438 1.649 3.929 0.103
H 0.717 1.133 2.985 0.072
H 1.015 0.993 4.720 0.116
C 5.592 -0.981 1.157 -0.770
O 5.374 -1.797 0.264 0.017
N 6.322 -1.279 2.207 0.188
N 5.041 0.194 1.161 0.201
H 6.292 -0.687 3.018 0.114
H 6.872 -2.115 2.094 0.132
H 4.234 0.324 0.577 0.056
H 5.231 0.989 1.746 0.108
C -0.658 -0.005 -0.285 -0.666
O -0.885 0.884 -1.098 0.006
N 0.381 -0.140 0.543 0.190
N -1.553 -0.991 -0.052 0.196
H 1.159 0.497 0.515 0.074
H 0.249 -0.746 1.347 0.054
H -2.414 -0.976 -0.573 0.094
H -1.381 -1.586 0.740 0.063
C 0.778 2.978 -3.613 -0.695
O 0.757 3.971 -2.875 -0.006
N 0.749 1.724 -3.202 0.181
N 0.903 3.067 -4.931 0.172
H 1.198 1.042 -3.794 0.105
H 0.638 1.342 -2.275 0.063
H 1.208 3.914 -5.379 0.116
H 0.829 2.234 -5.488 0.104
C -2.170 -1.610 -4.964 -0.700
O -2.643 -0.593 -5.433 0.020
N -1.440 -1.642 -3.857 0.191
N -2.227 -2.754 -5.632 0.173
H -1.396 -0.825 -3.266 0.093
H -0.949 -2.441 -3.494 0.110
H -1.935 -3.559 -5.104 0.106
H -2.836 -2.800 -6.431 0.120
C 3.844 1.055 -1.837 -0.701
O 3.492 -0.066 -2.156 0.035
N 4.891 1.727 -2.399 0.163
N 3.404 1.651 -0.740 0.149
H 5.253 2.599 -2.054 0.096
H 5.552 1.247 -2.986 0.108
H 3.580 2.643 -0.761 0.116
H 3.030 1.235 0.093 0.042
C -0.344 3.463 0.594 -0.704
O -0.842 2.892 1.546 0.001
N 0.941 3.460 0.154 0.159
N -0.999 4.249 -0.282 0.174
H 1.121 3.744 -0.796 0.061
H 1.578 2.930 0.731 0.041
H -0.521 4.360 -1.162 0.073
H -1.999 4.249 -0.171 0.083
C 3.374 -3.043 3.919 -0.749
O 4.488 -3.402 4.337 -0.010
N 2.266 -3.477 4.477 0.171
N 3.207 -2.098 3.036 0.201
H 2.299 -4.100 5.265 0.115
H 1.375 -3.035 4.314 0.079
H 4.053 -1.875 2.534 0.072
H 2.254 -1.950 2.740 0.083
C -0.891 -3.158 2.587 -0.662
O -0.075 -2.208 2.524 -0.067
N -1.859 -3.336 3.489 0.183
N -0.887 -4.147 1.690 0.187
H -2.356 -4.201 3.598 0.118
H -1.947 -2.615 4.187 0.108
H -0.262 -4.064 0.880 0.056
H -1.352 -5.030 1.808 0.115

No. 3
15
Properties=species:S:1:pos:R:3:lowdin_charge:R:1 method="wB97M-V/def2-TZVPD" de_lowest_kcal_mol=65.5 e_lumo_ha=0.0183 orbital_gap_ha=0.368
C -0.369 -1.305 1.206 0.055
C 0.052 -0.123 0.741 -0.337
O -0.791 -0.573 -2.035 -0.044
C -0.835 1.113 0.680 -0.240
O -0.451 2.018 -0.316 -0.057
C 1.388 0.034 0.232 -0.109
C 2.493 0.159 -0.235 0.146
H -1.388 -1.438 1.561 0.076
H 0.296 -2.161 1.249 0.077
H -0.990 -1.100 -1.248 0.027
H 0.099 -0.863 -2.271 0.050
H -0.760 1.653 1.630 0.130
H -1.881 0.789 0.567 0.125
H -0.339 1.505 -1.129 0.069
H 3.476 0.292 -0.630 0.033